The following is a quantum chemistry calculation of a structure of composition C30H31CoF5N9O2PS3 at a distorted geometry, from OMol25.

The calculation puts the total energy at -142113.0688 eV. The gap between HOMO and LUMO (spin up / spin down) comes out at 0.2478 / 0.1090 hartree. For the molecular weight, the calculation gives 830.74 g mol⁻¹. Its charge is +2. As for the expectation value of S²: 3.79. Its multiplicity is 4. For the LUMO energy (spin up / spin down), the calculation gives -5.13 / -7.28 eV.

Element x y z (Å)
C1 -15.13 8.30 -15.37
O1 -14.01 3.08 -8.05
H1 -14.99 6.28 -8.50
H2 -12.60 1.81 -7.09
N1 -14.47 7.17 -12.95
H3 -10.94 3.03 -9.19
F1 -17.70 9.88 -12.59
N2 -12.25 4.80 -17.22
C2 -13.64 6.45 -16.43
C3 -11.31 4.82 -12.31
C4 -14.18 8.02 -7.64
H4 -12.29 10.25 -9.27
H5 -16.42 9.55 -14.22
C5 -14.11 7.23 -15.27
C6 -14.27 1.39 -10.22
C7 -18.94 5.14 -14.59
C8 -19.16 7.25 -13.30
C9 -12.61 5.46 -16.19
H6 -18.76 4.72 -15.59
N3 -12.30 5.64 -12.50
H7 -11.02 4.70 -11.32
N4 -14.10 6.38 -17.67
H8 -17.87 7.30 -11.48
H9 -10.53 3.86 -15.40
C10 -10.98 4.34 -14.60
H10 -13.81 0.48 -10.49
C11 -18.13 10.19 -10.37
C12 -17.56 5.58 -12.60
H11 -19.99 6.78 -15.33
C13 -15.66 8.79 -14.24
F2 -18.58 10.67 -8.16
C14 -10.56 4.20 -13.24
H12 -15.63 8.41 -16.33
H13 -12.68 8.52 -11.17
C15 -18.20 10.66 -11.70
F3 -20.22 13.63 -11.45
C16 -18.72 11.06 -9.31
F4 -18.82 12.17 -13.31
C17 -13.05 8.40 -10.14
H14 -19.79 4.63 -14.17
H15 -19.06 8.28 -13.60
H16 -11.40 2.99 -7.01
H17 -11.47 1.39 -9.53
C18 -12.72 5.76 -13.81
C19 -13.38 9.11 -7.93
Co1 -14.09 5.95 -11.22
H18 -12.17 10.28 -6.68
F5 -20.13 12.82 -8.79
C20 -13.78 6.72 -14.03
H19 -15.26 2.82 -11.58
S1 -17.40 8.54 -9.97
H20 -13.41 11.15 -7.35
H21 -17.53 3.86 -13.79
C21 -19.40 12.18 -9.77
N5 -18.21 6.68 -12.32
S2 -13.13 5.32 -18.47
H22 -15.14 1.09 -9.71
H23 -14.66 7.95 -6.67
C22 -15.36 8.11 -12.99
H24 -10.91 1.40 -7.38
N6 -13.82 7.34 -9.88
O2 -13.35 3.87 -10.61
C23 -14.35 7.11 -8.68
H25 -15.99 8.26 -12.02
C24 -11.70 2.30 -8.99
C25 -12.85 9.36 -9.19
C26 -18.80 11.86 -11.99
H26 -13.81 10.17 -6.00
C27 -13.19 10.19 -6.90
P1 -13.43 2.81 -9.45
H27 -14.01 1.98 -12.18
N7 -11.68 2.08 -7.50
H28 -20.18 7.29 -12.95
N8 -17.85 4.80 -13.66
H29 -18.21 7.03 -15.14
H30 -9.85 3.49 -13.12
N9 -14.81 1.88 -11.57
H31 -15.50 1.23 -11.92
C28 -12.12 5.14 -14.90
C29 -19.52 12.58 -11.05
S3 -16.28 4.86 -11.58
C30 -19.12 6.62 -14.68

Here are the Löwdin charges for atoms 1 to 5, given in e: number 1, C, carries 0.03; number 2, O, carries -0.35; number 3, H, carries 0.11; number 4, H, carries 0.16; number 5, N, carries 0.03